Density functional theory data (the ωB97M-V functional and the def2-TZVPD basis) for a structure of composition C41H40N5O2PS2SiY in a non-equilibrium geometry.

Spin multiplicity: 1
Gap between HOMO and LUMO, Ha: 0.26953
Energy relative to the best compared isomer or geometry (same formula, charge and spin), kcal/mol: 44.5
E_tot, Ha: -3476.16667
Total charge: +1
LUMO energy, eV: -2.79

Atoms and positions in Å:
Y 15.715 12.192 13.592
C 21.321 13.673 15.186
Si 20.885 11.973 15.900
C 21.265 10.534 14.719
C 21.726 11.808 17.551
C 19.021 12.332 16.395
C 18.558 12.325 17.724
C 17.157 12.461 18.032
C 16.238 12.656 17.013
N 16.667 12.692 15.751
C 17.984 12.549 15.413
S 18.354 12.515 13.734
H 22.270 13.565 14.635
H 21.621 14.239 16.147
H 20.541 14.180 14.559
H 20.394 10.439 14.043
H 21.533 9.634 15.261
H 22.210 10.735 14.145
H 22.784 11.586 17.420
H 21.277 11.074 18.225
H 21.680 12.759 18.115
H 19.308 12.196 18.515
H 16.893 12.526 19.111
H 15.180 12.842 17.133
C 20.985 10.518 8.129
C 19.647 10.865 8.624
C 18.760 9.896 9.132
C 17.432 10.193 9.501
C 17.063 11.468 9.599
C 17.873 12.478 9.145
C 19.084 12.155 8.524
S 15.630 11.721 10.569
O 15.761 10.736 11.700
O 14.436 11.564 9.818
N 15.681 13.081 11.489
C 15.381 14.396 11.101
C 15.120 14.857 9.790
C 14.842 16.219 9.549
C 14.684 17.093 10.602
C 14.666 16.540 11.923
C 14.419 17.335 13.052
C 14.323 16.742 14.334
C 14.696 15.432 14.420
N 15.060 14.610 13.375
C 15.044 15.205 12.159
H 21.776 11.235 8.461
H 21.154 10.439 7.028
H 21.253 9.497 8.562
H 19.016 8.838 8.991
H 16.742 9.455 9.911
H 17.614 13.533 9.296
H 19.663 12.977 8.111
H 15.182 14.085 8.972
H 14.812 16.625 8.539
H 14.440 18.134 10.437
H 14.139 18.362 12.900
H 14.068 17.301 15.196
H 14.782 14.884 15.369
N 12.920 10.136 14.787
P 12.773 11.807 14.528
C 11.457 12.105 13.277
C 11.870 11.865 12.001
C 10.995 12.010 10.925
C 9.666 12.453 11.153
C 9.244 12.603 12.436
C 10.127 12.466 13.522
C 12.016 12.506 16.042
C 11.772 11.814 17.232
C 11.030 12.299 18.283
C 10.617 13.628 18.238
C 10.833 14.411 17.104
C 11.546 13.891 15.984
C 13.990 9.251 14.751
C 13.811 7.914 15.167
C 14.956 7.114 15.243
C 16.152 7.595 14.774
C 16.227 8.887 14.265
N 15.182 9.711 14.271
H 12.091 9.599 15.119
H 12.925 11.698 11.834
H 11.271 11.748 9.937
H 9.008 12.610 10.268
H 8.171 12.923 12.636
H 9.827 12.655 14.558
H 12.132 10.790 17.317
H 10.859 11.672 19.206
H 9.951 13.991 19.075
H 10.463 15.468 17.037
H 11.944 14.562 15.208
H 12.862 7.455 15.328
H 14.959 6.090 15.608
H 17.126 7.108 14.841
H 17.124 9.253 13.796